198
Properties=species:S:1:pos:R:3:forces:R:3 method="wB97M-V/def2-TZVPD" total_charge=0 smiles=CCN(CC)CC.CCN(CC)CC.CCN(CC)CC.CCN(CC)CC.CCN(CC)CC.CCN(CC)CC.CCN(CC)CC.CCN(CC)CC.CCN(CC)CC orbital_gap_ev=8.668 relative_energy_kj_mol=46.5 max_force_ev_per_a=1.8 total_energy_ev=-71596.02313
C 2.34333 -0.65330 -2.22839 -0.9 0.5 -0.2
C 3.15730 -0.22151 -3.43673 0.9 -1.4 0.6
N 2.62035 -0.70576 -4.70733 0.0 0.9 0.0
C 1.35154 -0.07456 -5.04206 -0.6 0.0 -0.4
C 0.61955 -0.74075 -6.20202 -0.1 0.2 -0.5
C 3.58806 -0.39370 -5.75200 0.5 -0.8 -0.6
C 4.86924 -1.23806 -5.69257 -0.4 0.0 -0.1
H 1.28827 -0.37722 -2.33688 0.1 0.1 0.2
H 2.70160 -0.17293 -1.31842 0.1 -0.1 0.0
H 2.35092 -1.73835 -2.12488 0.2 0.0 0.1
H 3.47780 0.83198 -3.43034 -0.5 0.2 -0.1
H 4.08815 -0.78089 -3.28663 0.1 0.3 -0.2
H 0.64946 -0.09335 -4.20779 0.3 -0.1 0.2
H 1.47535 0.99156 -5.31252 0.1 0.0 0.2
H 0.45202 -1.81133 -6.08481 0.2 0.0 0.2
H -0.35859 -0.27146 -6.31806 -0.1 0.0 0.1
H 1.11595 -0.57593 -7.16088 0.1 -0.1 0.1
H 3.83926 0.67982 -5.80198 -0.1 0.0 0.2
H 3.16215 -0.64275 -6.72612 -0.3 0.1 0.1
H 4.60717 -2.29815 -5.66942 -0.1 0.0 0.1
H 5.49860 -1.02014 -4.83187 0.1 0.1 -0.1
H 5.41704 -1.08951 -6.62444 0.2 0.2 0.2
C -4.73699 -0.39455 4.09504 -0.6 0.3 0.5
C -4.82657 -1.65306 4.94124 0.8 -0.3 -0.4
N -5.82837 -2.59664 4.47007 -0.2 0.2 -0.1
C -5.47377 -3.12255 3.15898 -0.4 -0.1 0.0
C -6.61179 -3.89005 2.47874 0.1 0.3 0.1
C -6.06129 -3.64936 5.42616 -0.2 -0.7 0.9
C -6.81826 -3.19269 6.67384 0.1 0.4 0.2
H -4.31031 -0.53515 3.10523 0.2 -0.1 0.0
H -4.15453 0.35042 4.63947 0.1 0.0 -0.2
H -5.74642 0.00968 3.97263 0.1 0.0 -0.1
H -3.82074 -2.12812 4.93415 -0.1 -0.1 0.1
H -5.01000 -1.39861 5.98296 -0.3 0.1 0.0
H -5.25604 -2.28472 2.50161 0.3 0.1 0.1
H -4.57227 -3.75397 3.25758 0.0 0.0 -0.3
H -6.69697 -4.91227 2.84024 -0.1 0.0 -0.1
H -7.55119 -3.35728 2.63659 0.0 -0.1 0.2
H -6.45254 -3.89107 1.39917 0.1 -0.2 0.0
H -5.13951 -4.17093 5.76081 0.2 0.3 -0.2
H -6.64534 -4.46236 4.99075 -0.1 0.3 -0.3
H -6.19960 -2.63306 7.38183 0.1 -0.1 -0.1
H -7.21044 -4.04568 7.22815 -0.1 0.0 -0.1
H -7.63329 -2.51365 6.41618 -0.1 -0.2 -0.1
C -1.56003 1.95904 -8.52718 0.2 -0.6 -1.0
C -2.73624 1.52732 -7.68694 -0.4 0.0 0.6
N -3.29075 2.61931 -6.87877 0.1 -0.3 0.0
C -2.47982 2.92011 -5.69522 -0.8 0.7 0.0
C -2.49972 1.90351 -4.55268 0.9 -0.5 -0.7
C -4.67667 2.34986 -6.52813 -0.2 0.1 -0.5
C -5.61821 2.54530 -7.71899 -0.4 0.4 0.3
H -1.70646 2.92393 -9.01091 0.0 0.3 0.5
H -1.44897 1.28686 -9.38961 0.0 -0.2 0.3
H -0.61499 1.89617 -7.98863 0.0 0.4 0.1
H -3.54316 1.11383 -8.29089 0.1 0.2 -0.2
H -2.45956 0.68346 -7.03675 0.2 -0.1 0.0
H -1.46138 3.12541 -6.02670 0.1 -0.1 0.1
H -2.88182 3.86916 -5.32069 0.2 0.0 0.0
H -1.69224 2.15241 -3.86135 -0.2 0.1 0.2
H -3.44378 1.78219 -4.02991 -0.1 0.3 0.0
H -2.22418 0.92698 -4.96836 -0.1 -0.1 0.2
H -5.01688 3.09104 -5.80175 0.3 -0.2 0.3
H -4.78752 1.34415 -6.09332 -0.1 0.0 0.0
H -6.58914 2.09038 -7.50724 0.1 -0.2 -0.1
H -5.25044 2.20391 -8.68334 0.1 -0.2 0.1
H -5.81910 3.61475 -7.82080 0.1 0.0 -0.1
C 5.05698 0.11632 0.86212 -0.2 -0.9 0.4
C 5.97287 0.70788 -0.19326 -0.4 -0.4 0.5
N 6.24528 -0.22308 -1.26921 -0.2 -0.4 -0.5
C 6.59634 -1.56948 -0.84246 0.4 0.1 0.0
C 6.76854 -2.55879 -1.97600 0.5 -0.3 -0.3
C 7.11705 0.33621 -2.28882 -0.2 0.8 -0.3
C 8.53620 0.74409 -1.87252 0.2 -0.7 0.3
H 5.59191 -0.64260 1.44150 0.0 0.1 0.1
H 4.20439 -0.42373 0.44123 0.0 0.2 -0.2
H 4.65585 0.83829 1.57298 0.2 0.2 -0.1
H 5.44255 1.56975 -0.60285 0.5 0.3 -0.1
H 6.89944 0.96792 0.34185 -0.1 0.5 -0.2
H 5.80407 -1.95933 -0.20691 0.0 0.1 0.1
H 7.52823 -1.57388 -0.24207 -0.1 0.0 0.0
H 7.13423 -3.49875 -1.55500 -0.3 -0.1 0.0
H 7.54087 -2.27477 -2.69550 0.0 0.1 0.1
H 5.85852 -2.74070 -2.54907 -0.1 0.0 0.2
H 7.15266 -0.31831 -3.15956 0.0 -0.2 0.1
H 6.61358 1.23177 -2.67751 0.0 0.0 0.2
H 8.99195 1.37600 -2.63230 0.0 0.1 0.1
H 8.54731 1.24211 -0.90302 -0.1 0.3 -0.2
H 9.19674 -0.11944 -1.73150 -0.1 -0.1 -0.2
C -2.89300 -2.42691 0.74835 0.6 0.8 0.0
C -3.10213 -3.61713 -0.15325 -0.6 0.2 0.4
N -2.83320 -3.34092 -1.55588 0.1 -0.3 0.0
C -3.30379 -4.46810 -2.36236 -0.2 -0.1 -0.2
C -4.78360 -4.33985 -2.69599 -0.1 0.1 0.5
C -1.43384 -3.06210 -1.79339 1.3 -0.3 0.0
C -1.10567 -2.48793 -3.17027 0.1 0.0 0.5
H -3.47063 -1.54164 0.46806 -0.4 -0.3 -0.1
H -1.86647 -2.06015 0.66920 0.1 -0.2 0.4
H -3.10654 -2.68162 1.78350 0.1 0.0 0.0
H -2.52209 -4.46940 0.24428 0.2 0.0 -0.2
H -4.15144 -3.90368 -0.03780 0.0 -0.1 -0.3
H -2.76404 -4.50987 -3.30705 0.1 0.1 0.1
H -3.08823 -5.42496 -1.85957 0.0 0.0 0.1
H -4.92184 -3.49107 -3.36467 -0.1 -0.1 -0.1
H -5.19716 -5.25721 -3.11421 0.1 0.0 -0.2
H -5.37009 -4.12994 -1.79737 0.1 0.0 0.0
H -0.75869 -3.93035 -1.61846 -0.5 -0.3 -0.1
H -1.02100 -2.35921 -1.06604 -0.5 0.2 0.0
H -1.40408 -1.43864 -3.16687 -0.1 0.0 -0.5
H -1.55599 -3.04915 -3.98483 -0.2 0.2 -0.1
H -0.02463 -2.54509 -3.31720 0.0 0.1 0.0
C -6.12671 3.03158 3.93672 -0.8 0.2 -1.0
C -6.52041 2.59254 2.51688 -0.2 -0.2 0.1
N -5.45696 2.70264 1.53409 0.3 -0.3 0.4
C -5.73107 2.01964 0.25774 0.8 0.8 0.8
C -6.15951 0.58063 0.42717 -0.6 0.0 0.3
C -5.04786 4.08839 1.33173 -0.5 0.2 -0.5
C -3.91190 4.23201 0.32934 0.4 -0.3 0.5
H -5.91745 4.09880 3.89510 0.4 0.0 0.5
H -5.31071 2.42659 4.31687 0.2 0.2 0.1
H -7.00997 2.90971 4.56640 0.1 -0.1 0.1
H -6.82464 1.54744 2.57773 0.0 0.0 -0.1
H -7.41907 3.15334 2.18896 0.1 0.0 0.1
H -6.41636 2.67136 -0.31086 -0.2 -0.5 -0.3
H -4.74748 2.03098 -0.20790 -0.3 -0.1 -0.5
H -7.21441 0.50570 0.70319 0.0 -0.1 -0.2
H -5.99916 -0.00503 -0.47657 0.0 0.1 -0.1
H -5.61016 0.12290 1.25331 0.2 0.0 -0.1
H -4.76593 4.48831 2.30236 0.2 0.1 -0.1
H -5.90534 4.69290 0.95997 0.0 -0.1 0.2
H -3.47872 5.23149 0.29280 -0.2 0.1 0.2
H -4.22817 3.98008 -0.68037 0.1 0.0 0.0
H -3.11720 3.55596 0.66127 0.1 0.0 -0.4
C 2.50127 -6.70932 1.83082 0.5 -1.1 -0.3
C 3.37184 -5.89779 2.75855 0.3 0.6 -0.6
N 2.90743 -4.51332 2.89072 0.3 -0.4 0.6
C 3.40999 -3.88655 4.12452 -0.2 -0.2 0.2
C 4.85922 -3.38390 4.09333 -0.1 -0.4 0.0
C 3.25236 -3.74676 1.71606 -0.1 0.3 -0.7
C 2.55046 -2.40340 1.68645 -0.8 0.6 0.0
H 2.91702 -7.72594 1.77107 -0.1 0.0 0.3
H 2.58729 -6.40052 0.78878 -0.5 0.4 0.1
H 1.47597 -6.80020 2.17942 -0.1 0.3 -0.2
H 3.42047 -6.37684 3.73437 0.0 0.1 0.1
H 4.38785 -5.88886 2.32044 0.1 -0.2 0.3
H 2.70739 -3.09997 4.41153 0.2 0.2 -0.1
H 3.32431 -4.63290 4.91809 -0.1 0.0 -0.1
H 5.51501 -4.13848 3.64804 -0.1 0.1 -0.2
H 4.93421 -2.45696 3.52686 0.2 0.0 0.1
H 5.26502 -3.26480 5.09833 -0.2 0.4 0.1
H 2.93390 -4.27957 0.81794 -0.1 -0.2 0.2
H 4.34528 -3.64560 1.59771 0.0 0.1 0.1
H 3.03239 -1.59263 2.23709 0.2 -0.2 0.1
H 1.53935 -2.49374 2.09830 0.1 -0.2 0.2
H 2.34340 -2.02310 0.68145 0.5 -0.2 -0.1
C 1.30991 0.98877 1.92605 -0.1 0.4 -0.3
C 0.52679 2.17241 1.33426 0.4 -0.3 0.3
N -0.81877 1.84643 0.92310 -0.3 0.8 -0.2
C -1.76203 1.53349 1.97206 -0.4 -1.0 0.5
C -1.70156 2.43772 3.18755 0.3 0.1 0.3
C -0.89347 0.97279 -0.21144 0.5 -0.4 -1.2
C -2.24292 1.00920 -0.92833 0.6 -0.4 0.5
H 0.76760 0.51800 2.74763 0.1 0.1 0.1
H 2.27578 1.36732 2.26374 0.1 -0.3 0.1
H 1.46539 0.23625 1.15173 0.1 -0.1 0.1
H 0.51516 3.01005 2.03429 -0.2 -0.1 0.1
H 1.08841 2.55932 0.47746 -0.2 -0.1 -0.1
H -1.66544 0.47609 2.32032 0.3 0.2 0.0
H -2.78842 1.51485 1.58837 0.1 0.5 -0.2
H -0.74162 2.35241 3.70666 0.0 0.0 -0.1
H -2.44663 2.14738 3.92932 -0.2 0.0 -0.2
H -1.84117 3.49431 2.94825 -0.1 -0.1 -0.1
H -0.10993 1.23013 -0.93776 0.0 0.4 0.2
H -0.64416 -0.09211 -0.01088 -0.2 0.1 0.4
H -2.16664 0.48285 -1.88013 -0.1 -0.2 0.1
H -2.90214 0.47751 -0.24314 -0.7 0.2 -0.5
H -2.55248 2.02897 -1.14719 -0.1 0.0 0.3
C 3.33381 3.62607 3.90179 -0.3 0.0 -0.3
C 3.99023 4.88559 4.43264 0.0 -0.6 1.0
N 5.43927 4.87688 4.27585 0.0 0.4 -0.4
C 5.93481 6.25109 4.32386 -0.4 -0.1 -0.7
C 5.80773 6.91002 2.95362 0.4 0.1 -0.1
C 6.09277 4.00393 5.23751 0.1 -0.1 0.0
C 7.56392 3.80366 4.90148 0.1 -0.1 0.1
H 3.36172 3.58278 2.81074 0.1 0.1 0.0
H 2.28383 3.57663 4.20227 0.0 0.0 0.0
H 3.81848 2.72798 4.28156 0.0 0.0 0.0
H 3.54385 5.77694 3.99759 0.2 0.0 -0.3
H 3.76753 4.95287 5.51838 -0.1 0.1 -0.1
H 5.36683 6.82281 5.07136 0.3 0.1 0.2
H 6.99474 6.25100 4.55346 0.0 0.0 0.4
H 6.03401 7.97753 3.01798 -0.1 0.0 0.0
H 6.54265 6.46493 2.27970 0.0 0.0 0.0
H 4.83520 6.78040 2.48014 -0.1 0.0 0.2
H 5.60154 3.03173 5.20122 -0.1 0.1 0.1
H 5.99037 4.40165 6.26351 -0.1 -0.1 0.0
H 8.15892 4.64863 5.24490 0.1 0.1 -0.3
H 7.66449 3.65956 3.82583 0.1 0.2 0.0
H 8.00478 2.92671 5.37948 -0.3 0.0 0.1